1.
{"formula": "C4H6ClNS", "method": "the ωB97M-V functional and the def2-TZVPD basis", "smiles": "CN(C=S)/C=C\\Cl", "e_above_lowest_ev": 2.598, "homo_lumo_gap_ev": 8.22, "elements": ["C", "N", "C", "S", "C", "C", "Cl", "H", "H", "H", "H", "H", "H"], "positions_angstrom": [[0.4234, -1.0712, -0.9613], [0.0683, 0.2786, -0.3495], [0.1750, 1.3824, -1.2166], [-0.3550, 2.9361, -0.8701], [-0.0147, 0.5576, 0.9603], [-0.3685, -0.4328, 1.8368], [-1.5763, -1.7717, 1.7609], [1.2565, -1.1319, -1.7657], [-0.5893, -1.5832, -1.4001], [0.7437, -1.5604, 0.1571], [0.3824, 0.9607, -2.2433], [0.2327, 1.5802, 1.2668], [-0.3782, -0.1443, 2.8247]], "mulliken_charge": [-0.77, 0.05, -0.12, -0.30, 0.24, -0.81, -0.14, 0.37, 0.25, 0.28, 0.27, 0.30, 0.38]}

=====

2.
{"formula": "C17H11Cl3F10GeN3W", "method": "the ωB97M-V functional and the def2-TZVPD basis", "total_charge": 2, "spin_multiplicity": 4, "e_above_lowest_ev": 0.000, "homo_lumo_gap_ev": [6.77, 4.94], "elements": ["W", "C", "N", "C", "C", "N", "C", "C", "F", "C", "F", "C", "F", "C", "F", "C", "F", "C", "C", "N", "C", "C", "F", "C", "F", "C", "F", "C", "F", "C", "F", "H", "H", "H", "H", "H", "H", "H", "H", "H", "H", "H", "Cl", "Ge", "Cl", "Cl"], "positions_angstrom": [[0.1127, -0.7352, -0.6893], [1.5590, -3.3394, 0.1857], [0.7108, -2.2591, 0.7548], [-0.4668, -2.8535, 1.4691], [-1.7530, -2.0975, 1.1140], [-1.4127, -0.7366, 0.7040], [-2.3746, 0.2165, 0.6752], [-1.9709, 1.5887, 0.6573], [-0.6789, 1.8426, 0.7616], [-2.8445, 2.6362, 0.6213], [-2.4118, 3.8720, 0.6410], [-4.2225, 2.3643, 0.5775], [-5.0684, 3.3381, 0.5359], [-4.6768, 1.0409, 0.5832], [-5.9601, 0.7941, 0.5193], [-3.7816, -0.0003, 0.6502], [-4.2457, -1.2303, 0.6224], [1.5040, -1.4529, 1.7375], [2.4878, -0.5388, 1.0279], [1.7118, 0.1897, 0.0269], [2.1061, 1.4140, -0.4834], [3.2077, 2.1972, -0.1037], [4.0387, 1.7832, 0.8482], [3.4800, 3.4200, -0.6989], [4.5174, 4.1152, -0.2889], [2.6768, 3.9127, -1.7207], [2.9500, 5.0563, -2.2951], [1.5649, 3.1751, -2.1189], [0.7545, 3.6137, -3.0626], [1.3151, 1.9793, -1.4948], [0.1710, 1.2877, -1.8581], [1.9373, -3.9833, 0.9817], [2.3990, -2.9208, -0.3628], [0.9684, -3.9452, -0.4989], [-0.2847, -2.8273, 2.5427], [-0.5803, -3.8968, 1.1857], [-2.4487, -2.1065, 1.9519], [-2.2541, -2.6028, 0.2831], [2.0246, -2.1037, 2.4427], [0.8018, -0.8187, 2.2790], [3.2893, -1.0993, 0.5367], [2.9521, 0.1085, 1.7656], [-1.8040, -1.3012, -2.1204], [-0.4507, -3.0994, -3.1173], [-0.9080, -2.6717, -5.1192], [1.3581, -1.3258, -2.6491]], "mulliken_charge": [1.33, -1.18, 0.11, -0.96, -0.76, 0.31, -0.51, 0.28, -0.32, 0.12, -0.23, 0.63, -0.20, 0.08, -0.23, 0.69, -0.26, -0.94, -0.93, 0.35, -0.51, 0.35, -0.30, 0.18, -0.24, 0.70, -0.24, 0.05, -0.25, 0.64, -0.46, 0.35, 0.36, 0.47, 0.41, 0.37, 0.62, 0.44, 0.52, 0.37, 0.31, 0.60, -0.31, 0.65, -0.21, -0.25]}

=====

3.
{"formula": "C43H39I2N5OS2Tb", "method": "the ωB97M-V functional and the def2-TZVPD basis", "total_charge": 1, "spin_multiplicity": 7, "homo_lumo_gap_ev": [5.23, 5.26], "elements": ["Tb", "I", "C", "C", "C", "I", "C", "O", "C", "C", "N", "C", "C", "C", "C", "C", "C", "N", "C", "H", "H", "H", "H", "H", "H", "H", "H", "H", "H", "H", "S", "C", "N", "C", "C", "N", "C", "C", "C", "C", "C", "C", "C", "C", "S", "C", "C", "C", "C", "C", "C", "C", "H", "H", "H", "H", "H", "H", "H", "H", "H", "H", "H", "H", "H", "H", "H", "H", "H", "H", "C", "C", "C", "C", "C", "C", "N", "C", "C", "C", "C", "C", "C", "H", "H", "H", "H", "H", "H", "H", "H", "H", "H"], "positions_angstrom": [[0.7231, 1.1381, -0.5357], [5.6911, 6.3269, 1.9764], [4.5495, 4.6436, 1.3868], [3.5487, 4.1667, 2.2217], [2.8707, 3.0443, 1.8144], [1.1245, 2.2857, 2.7422], [3.1341, 2.3331, 0.6329], [2.5496, 1.2080, 0.3707], [4.0112, 2.9825, -0.2714], [3.8901, 2.5492, -1.7068], [2.4546, 2.6798, -2.0734], [2.0363, 4.0884, -2.0545], [0.5938, 4.3087, -1.6618], [-0.1024, 5.3928, -2.1857], [-1.3528, 5.7061, -1.6858], [-1.8628, 4.9350, -0.6507], [-1.1323, 3.8456, -0.2152], [0.0655, 3.5148, -0.7184], [4.7374, 4.0897, 0.1280], [3.3142, 4.6707, 3.1462], [4.2022, 1.5059, -1.8211], [4.5239, 3.1757, -2.3460], [2.3275, 2.3113, -3.0196], [2.2408, 4.5987, -3.0038], [2.6263, 4.5963, -1.2759], [0.3452, 5.9862, -2.9667], [-1.9005, 6.5453, -2.0833], [-2.8081, 5.1663, -0.1897], [-1.5086, 3.2073, 0.5838], [5.4396, 4.5420, -0.5587], [-1.4916, 0.3741, 1.2879], [-1.0579, -1.1388, 1.8802], [-1.2816, -1.4812, 3.1510], [-1.0246, -2.8588, 3.5176], [-1.5283, -3.7650, 2.3970], [-0.8093, -3.4271, 1.1865], [-0.5434, -4.4593, 0.1973], [0.6555, -5.3224, 0.5213], [0.4804, -6.6381, 0.9306], [1.5737, -7.4390, 1.2151], [2.8533, -6.9247, 1.1013], [3.0363, -5.6165, 0.6851], [1.9452, -4.8206, 0.3863], [-0.4785, -2.1461, 0.9931], [0.6031, -1.6844, -0.2052], [-1.5265, -0.4863, 4.1737], [-2.9630, -0.0412, 4.3384], [-4.0150, -0.9463, 4.3567], [-5.3036, -0.5112, 4.6158], [-5.5512, 0.8271, 4.8684], [-4.5049, 1.7340, 4.8499], [-3.2180, 1.3034, 4.5794], [-1.5346, -3.0820, 4.4538], [0.0534, -3.0180, 3.6581], [-2.6079, -3.6202, 2.2541], [-1.3445, -4.8139, 2.6367], [-0.3855, -3.9547, -0.7610], [-1.4393, -5.0846, 0.1303], [-0.5185, -7.0446, 1.0093], [1.4236, -8.4611, 1.5288], [3.7060, -7.5456, 1.3239], [4.0310, -5.2094, 0.5898], [2.0926, -3.8105, 0.0375], [-0.9169, 0.3953, 3.9441], [-1.1649, -0.9052, 5.1171], [-3.8344, -1.9968, 4.1750], [-6.1121, -1.2254, 4.6351], [-6.5551, 1.1594, 5.0834], [-4.6892, 2.7778, 5.0547], [-2.4008, 2.0114, 4.5658], [-3.5077, 1.6351, -4.6060], [-3.3621, 1.7952, -3.2371], [-2.1849, 1.4336, -2.6138], [-1.1300, 0.8588, -3.3390], [-1.2816, 0.7355, -4.7309], [-2.4543, 1.1203, -5.3472], [0.0264, 0.5088, -2.6609], [0.7176, -0.6169, -3.0550], [0.1519, -1.7221, -3.7198], [0.9076, -2.8442, -3.9887], [2.2400, -2.9238, -3.6090], [2.8083, -1.8666, -2.9165], [2.0631, -0.7394, -2.6423], [-4.4274, 1.9119, -5.0976], [-4.1760, 2.1979, -2.6533], [-2.0833, 1.5445, -1.5319], [-0.4652, 0.3439, -5.3230], [-2.5499, 1.0124, -6.4188], [-0.8964, -1.6992, -3.9757], [0.4478, -3.6817, -4.4921], [2.8216, -3.8061, -3.8237], [3.8337, -1.9295, -2.5778], [2.5155, 0.0836, -2.0826]], "mulliken_charge": [-0.08, 0.09, -0.35, -0.47, 0.17, 0.08, 0.23, -0.39, 0.05, -0.98, -0.06, -0.87, 0.85, -1.07, -0.47, -1.05, -0.22, 0.65, -0.27, 0.44, 0.32, 0.43, 0.31, 0.44, 0.25, 0.49, 0.45, 0.51, 0.45, 0.42, -0.10, -0.02, 0.31, -0.95, -0.60, 0.51, -1.87, 0.94, -0.43, -0.66, -0.40, -0.86, 0.10, -0.15, 0.30, -1.10, 1.22, -0.18, -0.75, -0.48, -0.73, -0.36, 0.59, 0.37, 0.30, 0.52, 0.60, 0.57, 0.39, 0.39, 0.41, 0.44, 0.16, -0.37, 0.67, 0.24, 0.41, 0.41, 0.41, 0.41, -0.61, -0.95, 0.01, 0.19, -0.29, -0.67, 0.48, -0.22, -0.42, -0.79, -0.77, -0.58, 0.08, 0.40, 0.45, 0.45, 0.55, 0.40, 0.57, 0.44, 0.45, 0.45, 0.38]}

=====

4.
{"formula": "C4H10N2OS", "method": "the ωB97M-V functional and the def2-TZVPD basis", "total_charge": 1, "spin_multiplicity": 2, "e_above_lowest_ev": 1.463, "homo_lumo_gap_ev": [10.50, 4.14], "elements": ["C", "N", "C", "C", "S", "C", "N", "O", "H", "H", "H", "H", "H", "H", "H", "H", "H", "H"], "positions_angstrom": [[0.1954, 1.6137, 1.6086], [-0.8371, 0.8945, 0.8244], [-0.1945, -0.2597, 0.0934], [-1.2632, -1.3210, -0.1432], [-0.2571, -2.8976, -0.3793], [0.3724, 0.3168, -1.2757], [1.7416, 0.4702, -1.4260], [-0.4194, 0.7197, -2.1534], [1.0356, 2.1484, 1.0777], [0.6781, 0.9702, 2.4158], [-0.3794, 2.2527, 2.2340], [-1.1082, 1.5451, 0.0950], [0.6929, -0.6787, 0.7255], [-1.8799, -1.4670, 0.7607], [-1.8689, -1.1244, -1.0668], [-1.1930, -3.8751, -0.4311], [2.3384, 0.6518, -2.2581], [2.3463, 0.0403, -0.7018]], "mulliken_charge": [-0.87, -0.40, 0.13, -0.82, 0.13, 0.26, -0.35, -0.55, 0.29, 0.31, 0.38, 0.34, 0.48, 0.44, 0.43, 0.29, 0.28, 0.24]}

=====

5.
{"formula": "C25H31BrClIN5O4", "method": "the ωB97M-V functional and the def2-TZVPD basis", "total_charge": 1, "homo_lumo_gap_ev": 7.05, "elements": ["C", "C", "O", "N", "C", "C", "C", "O", "I", "N", "C", "N", "Br", "C", "C", "C", "Cl", "N", "N", "C", "C", "O", "C", "C", "O", "H", "H", "H", "H", "H", "H", "H", "H", "H", "H", "H", "H", "H", "H", "H", "H", "H", "H", "H", "C", "C", "C", "C", "C", "C", "H", "H", "H", "H", "H", "H", "C", "C", "C", "C", "C", "C", "H", "H", "H", "H", "H", "H"], "positions_angstrom": [[2.6940, 2.1052, 3.4534], [1.8381, 0.9166, 4.0387], [2.0490, -0.2749, 3.2397], [0.8974, -0.9530, 2.9905], [0.0887, -0.4730, 2.0425], [0.2300, 0.7506, 1.1681], [1.2097, 0.5380, -0.0254], [1.3702, -0.4846, -0.5584], [2.2517, 2.3361, -0.6864], [-0.9515, -1.3495, 1.9769], [-0.7258, -2.3362, 2.8794], [-1.5533, -3.3526, 3.0597], [-1.3550, -4.7134, 4.2973], [-2.7729, -3.4359, 2.1976], [-4.0274, -2.7606, 2.8484], [-3.9006, -1.2331, 3.0793], [-4.0860, -0.3945, 1.4763], [0.4608, -2.1222, 3.5519], [1.1420, -2.8170, 4.5019], [2.2691, -3.5726, 4.0013], [2.4865, -3.6841, 2.4570], [3.0172, -4.1586, 4.7007], [1.4083, -2.0597, 5.7370], [2.7984, -1.5913, 6.2121], [0.4696, -1.8066, 6.4133], [3.5996, 2.2781, 4.0714], [2.0877, 3.0314, 3.5794], [2.9311, 1.9661, 2.3823], [2.1699, 0.8091, 5.0939], [0.7879, 1.2634, 4.0799], [0.4786, 1.6823, 1.7118], [-0.7768, 0.9290, 0.7194], [-2.5764, -3.1263, 1.1559], [-3.0157, -4.5213, 2.1502], [-4.8891, -2.9996, 2.1897], [-4.1905, -3.2871, 3.8168], [-4.7422, -0.9256, 3.7307], [-2.9656, -0.9331, 3.5907], [3.4874, -4.0895, 2.2255], [2.3938, -2.7156, 1.9295], [1.7427, -4.4400, 2.1099], [2.6256, -0.8736, 7.0405], [3.4028, -1.0927, 5.4309], [3.3215, -2.4599, 6.6573], [1.3827, 1.0663, -6.6600], [0.6739, -0.0892, -6.3583], [0.6263, -0.5540, -5.0502], [1.2803, 0.1425, -4.0417], [1.9865, 1.2999, -4.3428], [2.0416, 1.7599, -5.6522], [1.4219, 1.4271, -7.6807], [0.1583, -0.6286, -7.1438], [0.0787, -1.4590, -4.8164], [1.2395, -0.2179, -3.0212], [2.4954, 1.8445, -3.5551], [2.5967, 2.6602, -5.8878], [-3.6983, 4.5603, -6.5386], [-3.3640, 3.2301, -6.7590], [-2.0947, 2.7691, -6.4337], [-1.1622, 3.6362, -5.8789], [-1.4979, 4.9657, -5.6551], [-2.7643, 5.4290, -5.9887], [-4.6872, 4.9203, -6.7957], [-4.0935, 2.5522, -7.1859], [-1.8313, 1.7331, -6.6116], [-0.1745, 3.2751, -5.6210], [-0.7709, 5.6420, -5.2208], [-3.0239, 6.4670, -5.8192]], "mulliken_charge": [-1.19, -0.12, -0.38, 0.80, 0.28, -0.73, 0.20, -0.39, 0.11, -0.29, 0.23, -0.12, 0.10, -0.72, -0.62, -0.22, -0.20, 0.03, -0.16, 0.43, -0.81, -0.48, 0.66, -1.18, -0.49, 0.39, 0.34, 0.23, 0.33, 0.38, 0.54, 0.35, 0.38, 0.34, 0.36, 0.30, 0.41, 0.12, 0.38, 0.17, 0.27, 0.36, 0.31, 0.36, -0.30, -0.43, -0.55, -0.01, -0.12, -0.72, 0.36, 0.43, 0.38, 0.37, 0.15, 0.39, -0.41, -0.49, -0.21, 0.05, -0.59, -0.34, 0.36, 0.37, 0.35, 0.21, 0.36, 0.36]}